# 1
{"formula": "C4H8O2", "method": "ωB97M-V/def2-TZVPD", "symbols": ["C", "C", "O", "C", "O", "C", "H", "H", "H", "H", "H", "H", "H", "H"], "coordinates": [[0.5217, -1.0675, -0.1999], [-0.9770, -0.9858, -0.0988], [-1.2670, -0.1777, 1.0235], [-0.3709, 0.9045, 1.0406], [0.8578, 0.5075, 0.4606], [1.0106, 0.8259, -1.1168], [0.9578, -1.5510, 0.6794], [0.9059, -1.5086, -1.1172], [-1.4172, -0.5818, -1.0180], [-1.3807, -1.9835, 0.1071], [-0.1909, 1.1609, 2.0886], [-0.7585, 1.7648, 0.4732], [2.0777, 1.1147, -1.1336], [0.3629, 1.7178, -1.2501]], "forces_ev_per_a": [[-0.1193, -0.1870, 0.5497], [0.1024, -0.0862, -0.1835], [-0.0191, 0.0123, 0.0345], [0.0001, 0.2197, 0.0285], [-0.1170, -0.6514, -0.4605], [0.0905, 0.4649, -0.0891], [-0.0485, -0.0803, -0.0966], [-0.0144, 0.4427, 0.2099], [0.0965, -0.0525, 0.1370], [0.0475, 0.1371, -0.0200], [-0.0468, 0.0127, -0.1663], [0.0545, -0.1464, 0.1043], [-0.4941, 0.1160, -0.0929], [0.4677, -0.2016, 0.0452]], "mulliken_charge": [-0.255, -0.336, -0.364, -0.136, -0.249, -0.730, 0.241, 0.358, 0.306, 0.312, 0.195, 0.291, 0.182, 0.185], "lumo_ha": 0.0328, "molar_mass_g_mol": 88.11, "energy_ha": -307.461261, "multiplicity": 1, "e_homo_ev": -7.055, "total_charge": 0}



# 2
{"formula": "C9H15N5", "method": "ωB97M-V/def2-TZVPD", "symbols": ["C", "C", "C", "C", "C", "C", "C", "C", "C", "N", "N", "N", "N", "N", "H", "H", "H", "H", "H", "H", "H", "H", "H", "H", "H", "H", "H", "H", "H"], "coordinates": [[1.7141, 1.8058, -0.0463], [0.8128, 0.8866, -0.1534], [-1.7065, 1.4130, -0.6892], [-0.3981, -1.2253, -0.6370], [3.1373, 1.2522, 0.2196], [3.1563, -0.1292, 0.8233], [2.1602, -0.9865, 0.1064], [0.6596, -0.5276, 0.2522], [-3.6269, -0.9520, 1.1750], [-1.6259, -0.8380, -0.5851], [-3.1768, 0.2903, 0.6009], [-2.2437, 0.2455, -0.1584], [-0.1998, -2.1620, -1.5046], [-2.5607, 2.3210, -1.0544], [1.5413, 2.8008, -0.1890], [3.8065, 1.3137, -0.7145], [3.7080, 2.0046, 0.9037], [4.1923, -0.4551, 0.6195], [2.8322, -0.2019, 1.9805], [2.4526, -1.0965, -0.9213], [2.0744, -1.9668, 0.5622], [0.3934, -0.6770, 1.2844], [-4.6738, -1.1759, 1.5682], [-3.0440, -0.8048, 2.0703], [-3.3156, -1.7825, 0.5635], [0.7285, -2.6651, -1.5554], [-0.9916, -2.2580, -2.1323], [-2.2821, 3.2653, -1.4277], [-3.5240, 2.3052, -0.9608]], "forces_ev_per_a": [[0.1481, -2.6017, -0.2275], [-0.1347, -0.6204, 0.8474], [1.4563, 3.1010, -0.6090], [0.5399, 2.0624, 1.2354], [2.1590, 2.2957, 0.4768], [-0.7683, 0.0245, 2.0422], [-0.4587, -1.2347, -0.0368], [-0.2391, 0.5953, -1.6106], [-0.2418, -0.4540, 0.7827], [-2.0741, -1.1857, -0.6950], [-4.1976, 0.3777, 0.7116], [2.0407, -0.7507, -0.2126], [2.6796, -1.3878, -0.4544], [3.4001, 0.9361, -0.4264], [-0.2597, 2.6635, -0.3428], [-1.4506, -0.1897, 0.9358], [-1.3259, -1.1115, -0.9599], [-0.5762, -0.4806, 0.6984], [1.3074, 0.6215, -2.4555], [-0.1558, -0.0388, -0.7052], [0.4816, -0.4382, 0.0025], [-0.3673, 0.2922, 0.4836], [1.0039, 1.5811, -1.0371], [0.4780, -1.1129, 1.0655], [0.3178, -0.4047, 0.1207], [-1.8682, 0.6914, -0.3581], [0.4624, -0.8849, -0.2101], [0.3357, -1.4722, 0.4873], [-2.6928, -0.8741, 0.4510]], "mulliken_charge": [-0.490, -0.004, -0.131, 0.468, -0.686, -0.553, -1.393, 0.717, -0.565, -0.984, -0.725, 1.381, -0.326, -0.160, 0.532, 0.378, 0.396, 0.322, 0.292, 0.537, 0.479, 0.440, 0.310, 0.334, 0.278, 0.286, 0.304, 0.318, 0.244], "lumo_ha": [-0.3225, -0.3225], "molar_mass_g_mol": 193.25, "energy_ha": -624.833555, "multiplicity": 1, "e_homo_ev": [-17.342, -17.342], "total_charge": 2}



# 3
{"formula": "C11H40O9", "method": "ωB97M-V/def2-TZVPD", "symbols": ["C", "O", "H", "H", "H", "H", "C", "O", "H", "H", "H", "H", "C", "O", "H", "H", "H", "H", "C", "O", "H", "H", "H", "H", "C", "O", "H", "H", "H", "H", "C", "O", "H", "H", "H", "H", "C", "O", "H", "H", "H", "H", "C", "C", "O", "H", "H", "H", "H", "H", "H", "C", "C", "O", "H", "H", "H", "H", "H", "H"], "coordinates": [[-0.2422, 0.9545, 4.8423], [0.1966, -0.3856, 4.8110], [0.3421, 1.5776, 5.5364], [-0.2151, 1.4463, 3.8655], [-1.2633, 1.0138, 5.2143], [1.0962, -0.3983, 4.4707], [-1.9168, 3.1356, -1.2090], [-3.0115, 3.3386, -2.0919], [-2.2744, 3.2854, -0.1957], [-1.5037, 2.1235, -1.2979], [-1.1092, 3.8482, -1.4082], [-2.6798, 3.2834, -2.9924], [-1.5361, -3.4821, 1.2848], [-1.1431, -4.8416, 1.4225], [-0.9875, -2.9010, 2.0220], [-1.2487, -3.0769, 0.3077], [-2.6083, -3.3222, 1.4135], [-1.6068, -5.3598, 0.7594], [2.8232, 3.3962, 3.5619], [2.0481, 4.5592, 3.3992], [2.5793, 2.6229, 2.8205], [3.8975, 3.5778, 3.4719], [2.6411, 2.9330, 4.5349], [2.6001, 5.2459, 3.0211], [-4.0543, -1.7210, -0.6750], [-3.8451, -0.9541, 0.4938], [-3.1590, -2.2995, -0.9427], [-4.8507, -2.4432, -0.5058], [-4.3218, -1.0689, -1.5148], [-3.0120, -0.4834, 0.3617], [-1.7666, -1.5165, -3.6393], [-0.7794, -1.9492, -2.7023], [-2.5945, -2.2258, -3.7008], [-2.1456, -0.5638, -3.2783], [-1.3488, -1.3707, -4.6380], [-0.2851, -2.6820, -3.0805], [2.1410, -3.6279, -0.2515], [3.1778, -2.9183, 0.4057], [2.5206, -4.2252, -1.0905], [1.6249, -4.3010, 0.4393], [1.4289, -2.9039, -0.6401], [3.7435, -3.5599, 0.8422], [2.0629, 1.4638, -3.7686], [2.2926, 2.3673, -2.5650], [3.4681, 2.0341, -1.8340], [1.0177, 1.5103, -4.0814], [2.2665, 0.4239, -3.4994], [2.7015, 1.7465, -4.6020], [1.4207, 2.3579, -1.9027], [2.4452, 3.3984, -2.8848], [3.5134, 1.0766, -1.7483], [0.3738, 0.7226, 1.2207], [0.2987, 0.0241, -0.1129], [-0.9797, -0.5805, -0.2372], [0.2827, 0.0075, 2.0398], [-0.3932, 1.4891, 1.3535], [1.3314, 1.2420, 1.3213], [1.0959, -0.7278, -0.1455], [0.4550, 0.7411, -0.9266], [-1.0051, -1.0568, -1.0743]], "forces_ev_per_a": [[0.0856, 0.8647, 0.3147], [-0.0654, -0.0753, -0.0624], [0.1032, -0.1900, -0.1103], [0.0001, -0.1427, -0.0472], [-0.0686, -0.4032, -0.1122], [-0.0384, -0.0234, 0.0307], [0.2446, -0.0365, -0.2738], [0.0216, -0.0432, 0.0095], [-0.0621, -0.0144, 0.0495], [-0.1027, 0.0064, 0.0978], [-0.0297, 0.0329, 0.1005], [-0.0578, 0.0205, 0.0196], [0.2026, 0.2509, -0.3791], [-0.0011, -0.0921, 0.0337], [-0.0934, -0.0671, 0.1539], [-0.0464, -0.0899, 0.0352], [0.0140, -0.0625, 0.1451], [-0.0205, 0.0114, 0.0434], [0.3895, -0.8313, -0.1121], [-0.1296, 0.1425, 0.0656], [-0.0999, 0.2533, -0.0791], [-0.0532, 0.1154, 0.0883], [-0.0668, 0.2880, 0.0838], [-0.0461, 0.0134, -0.0438], [0.2862, 0.0981, -0.1015], [-0.0561, -0.1492, -0.0577], [-0.0420, 0.0807, -0.0373], [-0.1387, 0.1455, 0.1175], [-0.0758, -0.1683, -0.0775], [0.1199, -0.0256, 0.1588], [-0.0186, -0.0380, -0.0463], [-0.0094, 0.0373, -0.2084], [-0.0062, 0.0085, 0.0252], [-0.0482, 0.0230, 0.0143], [0.0617, 0.0064, 0.0597], [-0.0258, -0.0048, 0.0941], [0.0100, -0.4119, 0.0391], [0.0283, 0.1511, -0.0863], [0.0131, 0.0910, 0.0263], [-0.1429, 0.0878, -0.0680], [-0.0261, 0.0633, 0.0535], [0.0321, 0.0328, 0.0301], [-0.1163, 0.0470, 0.2323], [0.1406, 0.0504, 0.0234], [-0.0178, -0.0024, -0.1213], [0.0442, 0.0649, -0.0994], [-0.0067, -0.0137, -0.0301], [0.0551, -0.0887, -0.0467], [0.0095, -0.0419, 0.0079], [-0.0943, 0.0137, -0.0090], [-0.0320, -0.0037, 0.0670], [0.1878, 0.3335, 0.2913], [-0.0178, 0.1381, 0.1954], [-0.1682, 0.1698, 0.1147], [-0.0439, -0.0337, -0.0484], [-0.1337, -0.1383, -0.1846], [0.0274, -0.1400, -0.0425], [-0.0613, -0.0139, -0.1596], [0.0551, -0.0684, -0.0126], [0.1314, -0.2285, -0.1647]], "mulliken_charge": [-0.388, -0.494, 0.250, 0.090, 0.268, 0.295, -0.286, -0.537, 0.260, -0.048, 0.314, 0.288, -0.118, -0.562, 0.156, -0.083, 0.363, 0.300, -0.284, -0.497, 0.016, 0.354, 0.186, 0.303, -0.511, -0.564, 0.065, 0.353, 0.279, 0.339, -0.643, -0.455, 0.286, 0.175, 0.337, 0.259, -0.089, -0.515, 0.288, 0.267, -0.239, 0.297, -0.979, 0.089, -0.537, 0.246, 0.263, 0.363, -0.046, 0.335, 0.313, -1.023, 0.386, 0.137, 0.173, 0.365, 0.171, -0.069, -0.101, -0.159], "lumo_ha": 0.0059, "molar_mass_g_mol": 316.43, "energy_ha": -1120.098175, "multiplicity": 1, "e_homo_ev": -9.824, "smiles": "CCO.CCO.CO.CO.CO.CO.CO.CO.CO", "total_charge": 0}



# 4
{"formula": "C33H41BN13W", "method": "ωB97M-V/def2-TZVPD", "symbols": ["W", "C", "C", "N", "C", "C", "C", "C", "C", "C", "C", "N", "C", "C", "C", "C", "C", "C", "C", "C", "N", "C", "H", "H", "H", "H", "H", "H", "H", "H", "H", "H", "H", "H", "B", "N", "C", "C", "C", "N", "N", "C", "C", "C", "N", "H", "H", "H", "H", "H", "H", "H", "H", "C", "C", "C", "C", "N", "C", "N", "N", "N", "H", "H", "H", "H", "H", "H", "H", "H", "H", "H", "N", "C", "C", "N", "C", "C", "H", "H", "H", "H", "H", "H", "H", "H", "H", "H", "H"], "coordinates": [[-0.2529, -0.3331, -0.2930], [-4.6743, -0.7201, -0.8991], [-3.2956, -0.9213, -0.9507], [-2.4150, -0.1691, -0.2942], [-2.9048, 0.8756, 0.4509], [-4.2874, 1.1531, 0.5447], [-5.1792, 0.3005, -0.1375], [-4.7187, 2.2880, 1.2656], [-3.7838, 3.1499, 1.7631], [-2.4074, 2.8857, 1.6490], [-1.9427, 1.7119, 1.0836], [-0.6249, 1.2567, 0.9774], [0.4007, 1.6991, 1.8280], [0.3673, 2.6155, 2.8643], [1.5269, 2.9352, 3.5949], [2.7170, 2.3033, 3.3735], [2.7604, 1.2435, 2.4428], [3.8462, 0.3551, 2.3284], [3.7191, -0.7691, 1.5475], [2.5512, -0.9642, 0.8195], [1.5427, -0.0941, 0.8219], [1.6109, 0.9745, 1.6658], [-5.3219, -1.3827, -1.4552], [-2.9184, -1.7426, -1.5388], [-6.2464, 0.4701, -0.0634], [-5.7769, 2.4717, 1.3958], [-4.0964, 4.0567, 2.2639], [-1.7241, 3.6450, 1.9914], [-0.5521, 3.0761, 3.1798], [1.4523, 3.6866, 4.3694], [3.6009, 2.5551, 3.9440], [4.7505, 0.5367, 2.8956], [4.5026, -1.5118, 1.4996], [2.4213, -1.8530, 0.2152], [-1.4642, -3.8334, -0.1107], [-1.1255, -2.9752, 1.1428], [-1.3533, -3.4389, 2.3679], [-0.9732, -2.4818, 3.3021], [-0.5018, -1.4317, 2.5496], [-0.5935, -1.7351, 1.2297], [-0.8887, -3.2152, -1.4237], [-0.9111, -3.8996, -2.5630], [-0.7514, -3.0193, -3.6314], [-0.6196, -1.7851, -3.0347], [-0.6906, -1.9039, -1.6856], [-0.9812, -4.9158, 0.0218], [-2.6604, -3.8565, -0.2301], [-1.7760, -4.4193, 2.5164], [-1.0295, -2.5562, 4.3739], [-0.1025, -0.4939, 2.8939], [-1.0643, -4.9669, -2.5700], [-0.7517, -3.2589, -4.6809], [-0.4772, -0.8218, -3.4984], [1.8448, -0.1696, -5.9005], [3.3053, 0.2326, -5.6922], [3.5165, 1.7370, -5.8661], [3.8405, -0.2885, -4.3388], [2.9130, -0.0595, -3.2288], [2.2010, -0.9739, -2.5689], [1.4370, -0.3327, -1.7068], [1.7047, 0.9812, -1.8676], [2.5674, 1.1508, -2.7911], [1.5494, 0.0123, -6.9326], [1.1773, 0.4189, -5.2589], [1.6850, -1.2317, -5.6944], [3.9047, -0.2784, -6.4479], [3.0675, 2.3026, -5.0507], [3.0754, 2.0687, -6.8060], [4.5790, 1.9789, -5.9005], [4.7922, 0.1865, -4.1040], [3.9893, -1.3653, -4.3910], [2.2743, -2.0395, -2.7147], [-1.9745, 4.2588, -3.4566], [-2.0651, 2.9116, -4.1053], [-2.1364, 1.8219, -3.0354], [-1.0010, 1.8653, -2.1034], [-0.9203, 3.1978, -1.4851], [-0.8116, 4.3244, -2.5113], [-2.8389, 4.4484, -2.9430], [-1.8919, 4.9870, -4.1689], [-1.1716, 2.7894, -4.7183], [-2.9392, 2.8792, -4.7538], [-2.1723, 0.8541, -3.5352], [-3.0612, 1.9194, -2.4578], [-0.1433, 1.7454, -2.6326], [-0.0461, 3.2365, -0.8364], [-1.8083, 3.3463, -0.8693], [0.1016, 4.2327, -3.1004], [-0.8059, 5.2942, -2.0163]], "forces_ev_per_a": [[-0.5605, -0.4103, 0.4352], [-0.2234, 0.1088, 0.1022], [0.1379, -0.1811, 0.0767], [-0.6882, 0.0556, -0.0506], [-0.0346, 0.2557, 0.1012], [0.1974, -0.0610, -0.0556], [0.1050, -0.1213, -0.0647], [0.0498, 0.1118, 0.0777], [-0.2293, 0.0131, -0.0224], [0.2445, -0.1349, -0.0766], [-0.3063, 0.0990, 0.0055], [0.0843, 0.0133, -0.2407], [0.2144, 0.1072, 0.3374], [-0.2177, -0.1635, -0.2309], [0.2573, -0.0064, 0.0744], [-0.0823, 0.1304, 0.1024], [-0.1464, -0.1276, -0.1652], [-0.0678, -0.0304, -0.0776], [0.1234, -0.0033, 0.0759], [-0.1458, 0.0823, -0.0897], [0.6154, -0.0286, 0.5575], [-0.0241, 0.1621, 0.1382], [0.0217, -0.0329, 0.0188], [0.0609, 0.0437, 0.0252], [0.0019, 0.0078, -0.0109], [-0.0016, 0.0124, -0.0628], [0.0027, -0.0141, 0.0093], [-0.0630, -0.0446, 0.0056], [0.0968, 0.0225, -0.0065], [0.0080, 0.0080, -0.0139], [-0.0125, -0.0365, 0.0202], [-0.0092, -0.0078, 0.0183], [0.0003, 0.0096, -0.0180], [0.0209, -0.0075, -0.0154], [-0.2037, 0.0405, 0.0370], [0.1151, -0.2157, 0.1173], [0.0171, 0.1395, 0.0532], [0.0104, 0.0311, -0.0163], [-0.0299, -0.1807, 0.1496], [0.1788, 0.2076, -0.1963], [0.1635, -0.1424, -0.0685], [0.0327, 0.0576, -0.1581], [-0.0305, 0.0187, -0.0140], [-0.1566, -0.0922, 0.0223], [-0.0032, -0.1471, -0.4255], [-0.0102, -0.0841, -0.0210], [-0.0935, 0.0024, -0.0098], [0.0365, -0.0268, -0.0749], [0.0068, 0.0204, -0.0126], [-0.0229, 0.0133, -0.0696], [-0.0260, 0.0132, 0.1049], [0.0194, 0.0068, 0.0116], [0.0699, 0.0015, 0.0139], [0.1118, -0.0475, 0.0054], [-0.1856, 0.0809, 0.2131], [0.0657, -0.1607, -0.0382], [0.2989, 0.1824, -0.7265], [-0.2680, -0.4342, 0.1342], [0.0991, -0.0481, 0.0973], [0.0383, 0.8228, -0.3761], [0.2535, 0.2499, -0.1471], [0.1854, 0.0333, 0.0913], [-0.0186, 0.0112, 0.0147], [0.0034, -0.0068, 0.0108], [-0.0440, 0.0058, -0.0152], [0.0447, -0.0662, 0.0430], [-0.0639, 0.0607, 0.0184], [0.0063, 0.0055, 0.0130], [-0.0123, 0.0249, 0.0376], [-0.0421, -0.0270, 0.1563], [-0.0064, -0.0271, 0.1206], [-0.0660, 0.0079, -0.0213], [0.0132, 0.0423, -0.0347], [-0.0702, -0.4483, -0.0175], [0.0287, 0.0329, 0.1139], [0.0534, -0.0007, -0.1506], [0.0367, 0.0369, -0.1793], [0.2715, -0.1369, 0.3889], [-0.0333, 0.0468, -0.0144], [-0.0312, 0.0449, -0.0180], [0.0022, 0.1011, -0.0151], [-0.0099, 0.1319, 0.0142], [-0.0316, 0.0010, -0.0094], [0.0005, -0.0288, 0.0196], [0.0487, -0.0592, -0.0550], [-0.0311, 0.0263, 0.0479], [0.0124, -0.0179, 0.0587], [-0.0756, 0.0174, -0.1116], [-0.0881, 0.0470, -0.0922]], "mulliken_charge": [0.359, -1.261, 0.125, 0.510, 0.182, 0.972, -0.898, -0.916, -1.313, -0.401, 0.033, 1.567, 0.363, -1.014, -1.174, -0.935, 0.662, -0.543, -1.259, -0.075, 0.673, -0.079, 0.560, 0.313, 0.546, 0.495, 0.465, 0.652, 0.737, 0.470, 0.484, 0.507, 0.485, 0.634, 0.079, -0.464, -0.117, -1.231, -0.100, 0.726, -0.328, -0.398, -1.426, -0.136, -0.034, -0.098, -0.048, 0.477, 0.495, 0.540, 0.531, 0.546, 0.501, -1.106, 0.577, -1.356, -0.871, 0.566, -0.490, 0.614, 0.186, -1.116, 0.524, -0.103, 0.331, 0.414, 0.234, 0.391, 0.409, 0.385, 0.307, 0.438, -0.030, -1.115, -0.637, 0.852, -0.383, -1.175, 0.397, 0.369, 0.373, 0.493, 0.351, 0.391, -0.098, 0.163, 0.354, 0.419, 0.501], "lumo_ha": [-0.2983, -0.3173], "s_squared": 2.0193, "molar_mass_g_mol": 814.43, "energy_ha": -2085.090696, "multiplicity": 3, "e_homo_ev": [-14.785, -15.192], "total_charge": 3}



Among the records above, which one has the highest multiplicity? C33H41BN13W



What is the formula in the fourth record? C33H41BN13W